1 | Computed, not measured: C2H4NP in the gas phase, with ωB97M-V/def2-TZVPD.

## Properties
Net charge: 0
Multiplicity: 1

```
8
C2H4NP | the OMol25 dataset | ωB97M-V/def2-TZVPD
H -1.326 0.315 0.917
H -1.369 0.597 -0.827
P 0.855 -0.083 -0.076
N 2.034 0.923 0.019
C -0.794 0.765 0.082
H -0.643 1.830 0.241
H 0.927 -2.520 -0.469
C 0.316 -1.827 0.112
```


2 | Computed, not measured: C2H4NP in the gas phase, with ωB97M-V/def2-TZVPD.

## Properties
Net charge: 0
Multiplicity: 1

```
8
C2H4NP | the OMol25 dataset | ωB97M-V/def2-TZVPD
H 0.508 -0.462 -1.557
P -2.080 -0.140 0.046
C 0.465 -0.366 -0.476
N 1.109 -1.203 0.194
H 1.041 -1.104 1.207
H -0.447 1.593 -0.567
H -0.160 0.976 1.087
C -0.436 0.704 0.067
```


So which one is most stable? That would be 2, about 80.2 kcal/mol below the next structure.


1 | Computed, not measured: C2H6N4S in the gas phase, with ωB97M-V/def2-TZVPD.

## Properties
SMILES string: [H]/N=C(/N)S/C(N)=N/[H]
Net charge: 0
Multiplicity: 1

```
13
C2H6N4S | the OMol25 dataset | ωB97M-V/def2-TZVPD
N -0.235 -1.080 1.369
H 0.451 2.567 -1.468
H -0.798 -1.608 2.087
S -0.009 0.018 -1.040
N 1.393 2.133 -1.152
H 1.720 -0.109 1.191
C -0.860 -0.886 0.301
H -2.112 -2.700 0.097
H -2.356 -1.658 -1.168
C 1.195 1.143 -0.246
N 1.804 0.963 0.828
N -2.097 -1.517 -0.161
H 1.904 2.735 -0.639
```


2 | Computed, not measured: a molecular structure, C2H6N4S, with ωB97M-V/def2-TZVPD.

## Properties
Net charge: 0
Multiplicity: 1

```
13
C2H6N4S | the OMol25 dataset | ωB97M-V/def2-TZVPD
C -1.529 0.300 0.005
H -1.518 2.311 -0.614
H 1.626 -1.078 1.381
H 1.249 -0.284 -1.511
N 1.036 -0.466 -0.534
C 1.993 -0.141 0.489
H -3.340 -0.428 1.014
N -0.892 1.438 -0.438
S -0.497 -1.197 -0.176
N 3.088 0.710 0.435
N -2.686 0.424 0.613
H 3.309 1.225 -0.555
H 0.017 1.712 -0.397
```


So which one is most stable? That would be 1, about 39.0 kcal/mol below the next structure.


1 | Computed, not measured: C2H6N4S in the gas phase, with ωB97M-V/def2-TZVPD.

## Properties
SMILES string: C[C@H]1NN=[N+]([S-])N1
Net charge: 0
Multiplicity: 1

```
13
C2H6N4S | the OMol25 dataset | ωB97M-V/def2-TZVPD
H 0.715 -0.349 -1.935
H -0.216 -1.516 1.562
C 0.530 -0.027 0.103
N 0.043 -0.139 -1.272
H 1.599 -1.414 1.407
H 1.532 0.266 0.221
N -1.372 1.199 -0.500
N -0.493 0.860 0.674
H 0.614 -2.187 0.116
S -2.546 2.312 -0.415
H 0.003 1.784 0.781
N -0.999 0.645 -1.589
C 0.591 -1.434 0.847
```


2 | Computed, not measured: a molecular structure, C2H6N4S, with ωB97M-V/def2-TZVPD.

## Properties
Net charge: 0
Multiplicity: 1

```
13
C2H6N4S | the OMol25 dataset | ωB97M-V/def2-TZVPD
H 1.741 -0.844 1.215
N 2.120 0.223 1.183
C 1.916 0.371 -0.027
H -2.069 -0.545 1.413
H -3.243 0.508 0.253
N -2.291 -0.150 0.501
N -0.810 1.499 -0.279
H -1.437 2.177 0.189
N 1.057 -0.196 -1.021
H 0.609 0.531 -1.735
S -0.204 -1.040 -0.192
H 2.415 1.326 -0.510
C -1.129 0.273 -0.047
```


3 | Computed, not measured: C2H6N4S in the gas phase, with ωB97M-V/def2-TZVPD.

## Properties
SMILES string: [H]/N=C(/N)S/C(N)=N/[H]
Net charge: 0
Multiplicity: 1

```
13
C2H6N4S | the OMol25 dataset | ωB97M-V/def2-TZVPD
H -2.895 0.316 0.600
C -1.148 -0.029 -0.210
H -2.430 -1.800 -0.089
H -1.754 1.781 0.031
S 0.141 -1.071 -0.721
N 1.400 1.257 -0.296
H 3.370 -0.238 0.541
N 2.507 -0.656 0.220
C 1.457 0.047 -0.175
N -0.975 1.197 -0.404
H 0.402 1.531 -0.508
H 2.179 -1.616 0.679
N -2.255 -0.719 0.331
```


So which one is most stable? That would be 3, about 6.0 kcal/mol below the next structure.


1 | Computed, not measured: C4H8O in the gas phase, with ωB97M-V/def2-TZVPD.

## Properties
SMILES string: OC1CCC1
Net charge: 0
Multiplicity: 1

```
13
C4H8O | the OMol25 dataset | ωB97M-V/def2-TZVPD
C -0.483 0.418 -0.977
C -1.218 0.217 0.372
H 0.464 -0.255 1.787
O 1.797 0.748 -0.202
C -0.005 -0.604 0.865
H -0.925 -0.148 -1.800
H 1.209 -1.091 -0.948
C 0.796 -0.229 -0.404
H -1.395 1.140 0.933
H -2.167 -0.327 0.325
H -0.213 -1.676 0.927
H 2.437 0.383 0.423
H -0.323 1.454 -1.277
```


2 | Computed, not measured: C4H8O in the gas phase, with ωB97M-V/def2-TZVPD.

## Properties
SMILES string: OC1CCC1
Net charge: 0
Multiplicity: 1

```
13
C4H8O | the OMol25 dataset | ωB97M-V/def2-TZVPD
H 1.104 0.949 1.250
H -0.824 -1.468 0.550
H -1.000 1.712 1.437
C 0.356 -0.725 -1.082
H 1.083 -1.726 0.865
C -0.312 0.653 -0.536
H -1.367 0.661 -0.851
C 0.262 0.443 0.870
H 0.258 1.443 -0.938
H 1.387 -0.556 -1.602
H -0.338 -1.057 -1.978
C 0.314 -1.072 0.441
O -0.924 0.743 1.574
```


3 | Computed, not measured: C4H8O in the gas phase, with ωB97M-V/def2-TZVPD.

## Properties
SMILES string: C/C=C(/C)O
Net charge: 0
Multiplicity: 1

```
13
C4H8O | the OMol25 dataset | ωB97M-V/def2-TZVPD
C -0.467 0.856 0.090
C 1.270 -0.434 1.351
C -1.268 1.340 -1.142
H 2.264 -0.763 1.059
H 1.353 0.560 1.843
C 0.250 -0.229 0.301
H -0.804 1.161 -2.105
H -2.185 0.735 -1.175
H -0.470 1.672 0.813
H 0.887 -1.017 2.204
H -1.585 2.343 -0.887
H -0.687 -1.538 -0.537
O 0.270 -1.394 -0.573
```


So which one is most stable? That would be 1, about 7.6 kcal/mol below the next structure.


1 | Computed, not measured: 2 unconnected molecules or ions with the total composition C16H17N, with ωB97M-V/def2-TZVPD.

## Properties
SMILES string: Cc1c[nH]c2ccccc12.Cc1ccccc1
Net charge: 0
Multiplicity: 1

```
34
C16H17N | the OMol25 dataset | ωB97M-V/def2-TZVPD
C -1.713 4.429 2.837
C -2.189 -0.058 1.739
C 1.161 -1.186 -5.174
C -1.170 1.871 2.720
C -2.232 1.296 2.016
C -0.865 3.213 3.138
H -0.802 -3.942 -4.970
H 0.686 -1.038 3.209
H 1.835 -2.969 -1.056
H -1.103 -1.894 1.991
H -1.873 5.022 3.734
C -0.089 -3.169 -4.710
H 0.966 3.994 4.080
H -1.274 4.979 2.005
H -3.130 1.883 1.850
C 1.956 -1.409 -4.064
C -0.084 1.060 3.135
C 2.414 -2.593 -1.907
C 0.621 -3.310 -3.527
H 2.786 -1.646 -1.510
C 1.615 -2.409 -3.152
C -1.152 -0.844 2.249
H -2.986 -0.506 1.157
N 0.849 1.885 3.713
H -2.684 4.077 2.494
H 1.799 1.592 3.846
H 2.802 -0.769 -3.841
C 0.121 -2.049 -5.497
H 1.292 -0.286 -5.761
H -0.481 -1.835 -6.372
H 0.368 -4.078 -2.809
H 3.275 -3.253 -1.999
C 0.365 3.180 3.718
C -0.033 -0.305 2.868
```


2 | Computed, not measured: 2 unconnected molecules or ions with the total composition C16H17N, with ωB97M-V/def2-TZVPD.

## Properties
SMILES string: Cc1c[nH]c2ccccc12.Cc1ccccc1
Net charge: 0
Multiplicity: 1

```
34
C16H17N | the OMol25 dataset | ωB97M-V/def2-TZVPD
C -0.702 -0.363 -5.764
C 0.871 -0.186 4.600
C 2.243 -1.606 -2.368
C -0.652 1.577 3.167
H 3.264 -1.959 -2.427
C 0.065 -0.650 3.563
N -1.850 -0.941 -2.281
C 1.493 -1.267 -3.476
H 1.221 1.481 5.951
H -2.622 -1.337 -1.773
H -1.225 -0.010 1.909
H 1.974 -1.075 -4.428
H -1.243 2.258 2.592
H -0.464 0.665 -6.034
H -1.603 -0.614 -6.298
H 0.188 -1.657 3.195
C -2.074 -0.650 -3.629
C 0.062 3.518 4.544
H 2.157 -1.969 -0.302
C 0.758 1.114 5.048
H -3.017 -0.234 -3.951
H -0.677 4.013 3.910
H -0.303 3.648 5.564
H 0.108 -1.034 -6.053
H -0.170 -1.840 -0.012
C -0.741 0.216 2.849
C 1.549 -1.876 -1.170
C 0.085 2.041 4.240
C 0.207 -1.580 -0.993
C -0.526 -1.258 -2.132
H 0.971 4.107 4.425
H 1.430 -0.879 5.196
C -0.905 -0.656 -4.301
C 0.130 -0.998 -3.361
```


So which one is most stable? That would be 1, about 9.1 kcal/mol below the next structure.


1 | Computed, not measured: 2 unconnected molecules or ions with the total composition C16H17N, with ωB97M-V/def2-TZVPD.

## Properties
SMILES string: Cc1c[nH]c2ccccc12.Cc1ccccc1
Net charge: 0
Multiplicity: 1

```
34
C16H17N | the OMol25 dataset | ωB97M-V/def2-TZVPD
H -3.567 -3.140 2.541
C -4.359 -2.265 0.762
N -3.460 -2.494 1.777
C -2.693 -1.366 1.952
H 2.957 -1.802 -2.225
C 3.638 1.664 -0.657
C 4.251 -0.131 -2.113
C 2.479 0.978 -0.338
H 5.565 2.187 -3.131
H -5.042 -3.034 0.438
C 4.518 1.126 -1.596
C -1.683 1.214 2.013
H -4.584 -1.304 -1.847
C 5.712 1.888 -2.089
H 4.979 -0.618 -2.752
H 1.712 1.480 0.239
C -2.587 0.873 1.039
H -4.019 0.346 -1.423
H 6.580 1.229 -2.087
C -1.280 0.246 2.956
H 5.939 2.748 -1.464
H -3.077 1.592 0.394
H 3.885 2.597 -0.164
C -4.623 -0.503 -1.117
H 1.218 -0.683 -0.702
H -1.306 2.224 2.124
C -4.169 -1.035 0.221
C -3.081 -0.447 0.971
C 3.072 -0.807 -1.818
H -0.498 0.514 3.656
H -5.656 -0.151 -1.097
C -1.721 -1.057 2.907
C 2.189 -0.249 -0.917
H -1.291 -1.816 3.546
```


2 | Computed, not measured: 2 unconnected molecules or ions with the total composition C16H17N, with ωB97M-V/def2-TZVPD.

## Properties
SMILES string: Cc1c[nH]c2ccccc12.Cc1ccccc1
Net charge: 0
Multiplicity: 1

```
34
C16H17N | the OMol25 dataset | ωB97M-V/def2-TZVPD
H 1.221 1.201 2.314
H 0.611 1.967 -0.972
C 2.190 0.222 -3.116
C -0.172 -0.703 -0.433
H -4.227 -0.444 3.620
C -1.719 -0.407 3.073
H -0.300 3.132 2.570
H 0.448 -3.914 -1.583
H 0.366 -1.036 2.826
C 3.363 -0.193 -4.088
C 1.285 -2.209 -2.519
H -4.663 1.326 3.478
H 4.125 0.631 -4.101
H -4.417 0.492 1.954
C -0.619 2.115 2.809
H -2.689 2.908 2.976
H 3.924 -1.032 -3.727
H 1.791 -2.798 -3.298
C 0.458 -2.830 -1.691
C 1.432 -0.782 -2.336
H 3.030 -0.234 -5.157
C -2.614 0.714 3.169
H 1.885 2.482 -3.055
C 0.179 1.072 2.563
C -2.055 1.912 3.018
C 0.661 -0.093 -1.374
C 1.769 1.515 -2.640
C -4.086 0.531 3.053
N 0.867 1.294 -1.630
C -0.270 -2.142 -0.694
H -0.822 -0.196 0.383
C -0.350 -0.266 2.871
H -2.231 -1.403 3.213
H -0.843 -2.884 -0.023
```


So which one is most stable? That would be 1, about 43.6 kcal/mol below the next structure.